DFT (ωB97M-V with the def2-TZVPD basis set) results for a single C3H5NO2 molecule in a non-equilibrium geometry.

Geometry (Å):
C -0.06 1.78 -0.33
C -0.12 0.27 -0.29
C 0.22 -1.71 0.57
H -0.85 2.32 0.36
H -0.19 2.07 -1.49
H 1.06 2.00 0.14
H -0.57 -1.60 1.57
H 1.10 -2.55 0.65
N -0.88 -0.49 -0.95
O -0.52 -1.78 -0.68
O 0.81 -0.31 0.45

Its HOMO energy is -9.12 eV. For the largest force on an atom, the calculation gives 0.070 Eh/bohr. The charge is 0. The LUMO energy comes out at 0.84 eV. The value obtained for the energy relative to the best compared isomer or geometry (same formula, charge and spin) is 399.1 kJ/mol. The value obtained for the energy is -8773.5585 eV. As for the SMILES: CC1=NOCO1. The HOMO-LUMO gap comes out at 10.0 eV.

=====

DFT (ωB97M-V with the def2-TZVPD basis set) results for C31H39BBr2F2N7O2SSiZr as an isolated structure in a non-equilibrium geometry.

Geometry (Å):
Zr -0.53 1.27 -0.93
N -2.65 -0.55 0.13
N -2.85 -1.61 1.03
C -3.43 -1.40 2.23
N -3.35 -2.41 3.10
S -4.20 0.04 2.65
H -2.97 0.27 0.65
H -3.27 -0.64 -0.67
H -2.16 -2.35 0.96
H -2.83 -3.25 2.90
H -3.74 -2.28 4.01
C 2.82 1.51 -2.21
C 1.86 1.24 -3.32
C 2.33 1.19 -4.66
C 1.45 0.97 -5.68
C 0.08 0.78 -5.40
C -0.94 0.56 -6.36
Br -0.51 0.48 -8.19
C -2.24 0.41 -5.97
C -2.59 0.48 -4.61
Br -4.40 0.29 -4.12
C -1.64 0.67 -3.64
O -1.90 0.78 -2.35
C -0.29 0.83 -4.05
N 0.59 1.05 -3.03
H 3.78 1.04 -2.40
H 2.43 1.14 -1.26
H 2.98 2.59 -2.11
H 3.38 1.35 -4.85
H 1.79 0.95 -6.71
H -3.02 0.25 -6.71
C 0.37 -0.82 -0.87
Si 1.27 -1.27 0.67
C 1.57 0.42 1.50
N 0.41 1.35 1.38
C -0.67 0.92 2.32
C -0.33 1.09 3.80
C 0.08 2.53 4.10
C 1.21 2.94 3.18
C 0.81 2.75 1.72
C 2.98 -2.01 0.40
C 3.21 -3.37 0.56
C 4.45 -3.94 0.31
C 5.51 -3.14 -0.10
C 5.31 -1.78 -0.26
C 4.06 -1.23 -0.02
C 0.36 -2.51 1.76
C -0.27 -3.59 1.14
C -0.80 -4.65 1.87
C -0.73 -4.63 3.26
C -0.12 -3.56 3.90
C 0.42 -2.52 3.15
H -0.44 -1.52 -1.10
H 1.10 -0.92 -1.68
H 2.41 0.88 0.96
H 1.91 0.35 2.53
H -0.91 -0.12 2.09
H -1.55 1.52 2.10
H 0.47 0.41 4.11
H -1.22 0.80 4.36
H 0.36 2.64 5.15
H -0.78 3.18 3.94
H 2.12 2.37 3.41
H 1.47 3.99 3.32
H 1.60 3.04 1.03
H -0.06 3.38 1.51
H 2.41 -4.02 0.90
H 4.60 -5.00 0.45
H 6.48 -3.58 -0.29
H 6.13 -1.14 -0.57
H 3.95 -0.16 -0.14
H -0.31 -3.64 0.05
H -1.26 -5.49 1.36
H -1.13 -5.45 3.83
H -0.05 -3.54 4.98
H 0.93 -1.72 3.68
F -0.54 4.45 -0.68
B 0.03 3.54 -1.49
F -0.73 3.49 -2.65
N -4.30 2.86 0.62
C -3.35 2.78 -0.31
N -3.51 3.34 -1.50
O -2.28 2.15 -0.01
H -5.20 3.27 0.42
H -4.23 2.22 1.40
H -4.39 3.76 -1.77
H -2.80 3.22 -2.21

Its HOMO energy is -10.61 eV. For the largest force on an atom, the calculation gives 0.036 Eh/bohr. The charge is +1. The LUMO energy comes out at -2.84 eV. The value obtained for the energy relative to the best compared isomer or geometry (same formula, charge and spin) is 284.9 kJ/mol. The value obtained for the energy is -213497.9400 eV. The HOMO-LUMO gap comes out at 7.8 eV.